Molecular formula: C24H45N12O3SW
Method: DFT, the ωB97M-V functional and the def2-TZVPD basis

Last column: Mulliken charge in e.
Element x y z (Å)
W: 0.4702 -0.3275 0.1759  2.55
C: -3.8993 0.3820 0.5374  -1.56
C: -2.4205 0.5635 0.2901  0.26
N: -1.5583 -0.2030 0.9811  1.01
N: -1.8374 -0.6398 2.2220  -1.37
C: -0.7856 -0.6915 3.0001  0.51
N: -1.0170 -1.1144 4.2147  -0.36
S: 0.8401 0.1183 2.5635  -0.54
C: -1.8073 1.5201 -0.6455  0.81
C: -2.4890 2.5365 -1.3336  -0.84
C: -1.7399 3.4573 -2.0418  -0.43
C: -0.3383 3.5857 -1.9097  -0.88
C: 0.3095 2.6103 -1.1108  -0.21
N: -0.4036 1.5268 -0.6849  0.29
H: -4.2436 -0.5792 0.1428  0.27
H: -4.5611 1.1795 0.2454  0.51
H: -3.9435 0.3020 1.6168  0.35
H: -1.9107 -1.5081 4.4877  0.26
H: -0.3382 -1.0427 4.9239  0.23
H: -3.5844 2.4744 -1.4553  0.38
H: -2.2752 4.1201 -2.7441  0.44
H: 0.2559 4.4075 -2.2201  0.49
H: 1.3210 2.7817 -0.8306  0.56
C: 0.8943 -3.4090 -5.0718  -1.41
C: -0.6291 -3.7913 -5.1037  0.68
C: -0.9935 -5.0566 -4.3104  -1.17
C: -1.5594 -2.5963 -4.7680  -0.95
N: -1.0793 -1.7513 -3.6564  0.60
C: -0.8617 -1.9806 -2.3388  -0.96
N: -0.0997 -1.0244 -1.8386  0.41
N: 0.1679 -0.1328 -2.8317  -0.16
N: -0.3391 -0.6186 -3.9617  -0.81
H: 1.4153 -4.1666 -5.6218  0.50
H: 1.2482 -3.3508 -4.0392  0.14
H: 1.0440 -2.4798 -5.5654  0.42
H: -0.8858 -4.0021 -6.1826  0.36
H: -0.7464 -4.9639 -3.2078  0.05
H: -0.4103 -5.9052 -4.7487  0.40
H: -2.0396 -5.2474 -4.4484  0.46
H: -2.5450 -2.9329 -4.4237  0.45
H: -1.7145 -1.7956 -5.5051  0.27
H: -1.1769 -2.8823 -1.8229  0.71
N: 1.2857 7.5274 4.8499  -0.23
C: 2.0919 6.6155 3.9352  -0.59
C: 1.1964 5.5752 3.2916  -0.55
N: 0.0535 6.1906 2.6479  -0.21
C: -0.7459 7.0920 3.4186  -0.70
C: 0.0886 8.1837 4.1218  -0.56
H: 1.8894 8.3198 5.1939  0.37
H: 0.9577 7.0689 5.7103  0.40
H: 2.8607 6.1579 4.6052  0.37
H: 2.6336 7.1840 3.1882  0.36
H: 0.7270 5.0234 4.1702  0.29
H: 1.7687 4.9431 2.6291  0.32
H: 0.2809 6.5803 1.7155  0.32
H: -1.3144 6.5842 4.2137  0.31
H: -1.4319 7.6338 2.7853  0.39
H: -0.4679 8.7173 4.9420  0.37
H: 0.5353 8.8974 3.4374  0.35
C: 4.4877 0.5619 -0.2013  -1.26
C: 3.0003 0.1818 -0.1229  0.23
O: 2.5603 -0.9703 -0.2531  -0.43
O: 2.0978 1.0701 0.0669  -0.48
H: 5.0544 0.0216 -0.9740  0.37
H: 4.9303 0.3863 0.8061  0.32
H: 4.5738 1.6429 -0.4297  0.35
C: 1.7603 -5.0155 -0.9968  -0.81
N: 1.4886 -4.0691 0.0938  0.46
C: 2.6079 -3.7239 0.9112  -1.05
C: 0.2809 -3.5205 0.4017  0.01
O: 0.1461 -2.3321 0.8602  -0.56
N: -0.8156 -4.3149 0.3014  0.38
C: -0.7336 -5.7631 0.2579  -1.10
C: -2.1234 -3.7229 0.7484  -0.62
H: 2.6200 -4.6690 -1.6073  0.35
H: 0.8988 -5.0515 -1.7259  0.05
H: 1.9057 -6.0258 -0.6412  0.35
H: 2.9049 -4.6153 1.4579  0.40
H: 2.3078 -2.9421 1.6091  0.24
H: 3.4521 -3.4342 0.3092  0.29
H: 0.1021 -6.1546 0.8057  0.38
H: -0.6280 -6.1732 -0.7822  0.28
H: -1.6868 -6.2376 0.6239  0.40
H: -2.0163 -2.6454 0.8676  -0.09
H: -2.3592 -4.0923 1.7217  0.48
H: -2.9594 -4.0580 0.0575  0.37

Total charge: +3
E: -2288.7399 hartree
Relative energy (zero: lowest compared OMol25 entry of this formula, charge and spin): 0.0 kJ/mol
Spin multiplicity: 3
Molecular weight: 765.61 g mol⁻¹

---

Molecular formula: C24H45NP2SiW
Method: DFT, the ωB97M-V functional and the def2-TZVPD basis

Last column: Mulliken charge in e.
Element x y z (Å)
P: 1.9264 2.0298 -0.6541  0.86
P: -0.0038 0.0868 -2.4553  1.80
C: 2.2750 1.6490 -2.3944  -1.04
C: 0.8678 1.6359 -3.0020  -0.78
H: 2.7635 0.6606 -2.4185  0.33
H: 2.9370 2.4145 -2.8457  0.52
H: 0.2517 2.4735 -2.6149  0.20
H: 0.8717 1.7240 -4.0920  0.58
C: 1.0855 -1.1932 -3.1980  -1.50
H: 0.6419 -2.1822 -3.0975  0.47
H: 2.0745 -1.1809 -2.7511  0.40
H: 1.1749 -0.9950 -4.2863  0.48
C: -1.3449 0.0477 -3.6553  -1.81
H: -0.9202 -0.0686 -4.6510  0.57
H: -1.8211 1.0252 -3.5563  0.50
H: -1.9952 -0.7962 -3.3768  0.56
C: 3.7761 2.5503 -0.3840  -1.69
H: 3.9268 3.0393 0.5837  0.32
H: 4.0770 3.2971 -1.1363  0.68
H: 4.4617 1.6960 -0.4546  0.33
C: 1.5665 3.8866 -0.7408  -1.46
H: 0.7186 4.1042 -1.4059  0.50
H: 2.4562 4.4418 -1.0972  0.42
H: 1.3490 4.2536 0.2771  0.37
W: -1.4663 -0.2057 -0.8871  0.01
C: 3.1707 -0.3274 0.9870  -0.38
C: 4.3464 0.0494 1.4814  -0.81
C: 4.6887 -0.0346 2.9494  -0.78
C: 3.6325 0.4865 3.9681  -0.53
C: 3.0516 1.8820 3.7690  -0.79
C: 2.3562 2.2108 2.6675  -1.12
C: 1.3086 1.3116 2.0794  -0.31
C: 1.7866 -0.0564 1.5570  0.62
C: -1.8021 1.2315 0.5058  -1.01
H: 3.0985 -0.8443 -0.0023  0.28
H: 5.1765 0.2290 0.7895  0.51
H: 5.6326 0.5015 3.1375  0.37
H: 4.8087 -1.0932 3.2511  0.27
H: 2.8724 -0.3107 4.1032  0.29
H: 4.2120 0.6320 4.8966  0.42
H: 3.3139 2.6071 4.5511  0.40
H: 2.4912 3.1855 2.1790  0.43
H: 0.8346 1.9504 1.3210  -0.37
H: 0.4705 1.1335 2.7897  0.81
H: 1.5529 -0.7691 2.3318  1.07
H: 1.0619 -0.3035 0.7816  -0.49
H: -2.2077 2.1072 -0.0149  0.50
H: -0.9658 1.4926 1.1337  0.16
H: -2.5998 0.8724 1.1922  0.41
C: -0.4172 -2.5734 0.7544  -0.51
Si: -2.1067 -3.1811 0.3317  0.03
C: -2.2229 -4.8447 -0.4662  -1.06
C: -3.1552 -3.2483 1.8617  -1.10
N: -2.6110 -1.8675 -0.7579  0.07
C: -3.9033 -1.3288 -0.8848  0.89
C: -3.7527 0.0243 -1.2555  -0.18
C: -4.8235 0.8958 -0.9420  -0.75
C: -5.9655 0.3673 -0.3476  -0.70
C: -6.1511 -0.9770 -0.0980  -0.51
C: -5.1017 -1.8940 -0.3950  -1.00
H: -0.3945 -2.1817 1.7798  0.27
H: 0.0167 -1.8316 0.0356  -0.22
H: 0.1844 -3.5043 0.6745  0.50
H: -1.9921 -5.6265 0.2726  0.36
H: -3.2129 -5.0814 -0.8710  0.36
H: -1.5042 -4.9649 -1.2802  0.34
H: -2.7875 -2.5505 2.6218  0.34
H: -4.2197 -3.0412 1.7116  0.44
H: -3.0646 -4.2618 2.2787  0.38
H: -2.8286 0.4721 -1.8369  0.33
H: -4.7182 1.9306 -1.1496  0.57
H: -6.8165 1.0487 -0.1538  0.37
H: -7.1105 -1.3606 0.2394  0.44
H: -5.2832 -2.9571 -0.2345  0.75

Total charge: +2
E: -2034.6662 hartree
Relative energy (zero: lowest compared OMol25 entry of this formula, charge and spin): 373.3 kJ/mol
Spin multiplicity: 3
Molecular weight: 621.51 g mol⁻¹